# 1
{
  "formula": "CH7N5O",
  "method": "ωB97M-V/def2-TZVPD",
  "largest_force_ev_per_a": 4.26,
  "homo_energy_ev": -9.00,
  "orbital_gap_ha": 0.363,
  "smiles": "[H]/N=C/N.N/N=N\\O",
  "e_tot_ha": -391.2027,
  "multiplicity": 1,
  "relative_energy_kcal_mol": 30.3,
  "symbols": ["H", "N", "C", "N", "H", "H", "H", "N", "N", "N", "O", "H", "H", "H"],
  "positions_angstrom": [[1.734001, -1.806012, 0.449978], [1.432817, -0.931949, 0.015844], [2.182508, 0.027074, 0.220779], [2.076632, 1.297858, -0.261800], [3.016632, 0.035640, 1.043699], [2.335253, 1.966856, 0.489932], [1.742567, 1.556778, -1.154794], [-3.612796, -0.339143, 0.324437], [-2.783258, 0.731704, 0.086614], [-1.649598, 0.601869, -0.263250], [-1.181320, -0.732389, -0.474120], [-3.465475, -1.273282, -0.112987], [-4.568188, 0.049326, 0.611841], [-0.250146, -0.781308, -0.294741]],
  "forces_ev_per_a": [[0.0, 0.5, 0.0], [-0.9, -2.4, -1.1], [2.5, 2.0, 2.8], [1.1, 0.2, 2.0], [-1.2, -0.4, -1.3], [-0.3, -0.3, -1.8], [-0.8, 0.3, -0.4], [-1.4, 0.6, 0.5], [-2.5, -0.8, 0.6], [3.5, -0.4, -0.6], [-3.7, 0.0, -0.1], [-0.1, 1.4, 0.5], [2.1, -1.4, -1.0], [1.8, 0.6, 0.1]]
}



# 2
{
  "formula": "C5H8N2O",
  "method": "ωB97M-V/def2-TZVPD",
  "largest_force_ev_per_a": 11.37,
  "homo_energy_ev": -8.73,
  "orbital_gap_ha": 0.347,
  "smiles": "C=CO/C=N/N1CC1",
  "e_tot_ha": -379.7587,
  "multiplicity": 1,
  "relative_energy_kcal_mol": 206.8,
  "symbols": ["C", "C", "O", "C", "N", "N", "C", "C", "H", "H", "H", "H", "H", "H", "H", "H"],
  "positions_angstrom": [[-3.372587, -0.592056, -2.173361], [-2.596612, -0.634522, -0.897290], [-1.354723, 0.101880, -0.857840], [-0.454837, -0.165285, 0.130213], [0.421116, 0.730006, 0.264088], [1.370177, 0.177436, 1.327734], [2.857336, 0.151165, 0.605931], [2.500169, 1.086017, 1.782632], [-4.034469, -1.510675, -2.545343], [-3.414063, -0.022307, -2.935907], [-2.956112, -1.264233, 0.019955], [-0.460828, -0.991526, 0.981131], [3.588718, -0.941329, 0.419551], [2.630570, 0.613280, -0.519666], [2.671329, 1.024306, 2.710695], [2.604817, 2.237844, 1.687476]],
  "forces_ev_per_a": [[1.2, -6.9, 9.0], [-1.9, -0.1, -4.6], [-2.5, -1.7, 0.7], [-0.5, 0.0, 1.8], [2.2, -0.6, 1.6], [2.3, 1.1, -2.0], [-1.4, -1.0, -1.7], [-1.6, 1.7, -8.5], [0.9, 1.8, 2.2], [1.3, 4.8, -4.8], [1.2, 1.1, -2.0], [-0.6, 1.1, -2.4], [-2.5, 3.5, 1.4], [1.0, -0.9, 3.4], [1.8, -2.1, 7.0], [-0.9, -1.8, -1.1]]
}



Number 1 is which compound? CH7N5O